(1)
Computed, not measured: a single C3H7ClN4 molecule, with ωB97M-V with the def2-TZVPD basis set.

The geometry in XYZ format:
```
15
Properties=species:S:1:pos:R:3:mulliken_charge:R:1
H 1.17302 -1.73491 -0.75318 0.28
N 1.16810 -1.77875 0.25057 -0.85
C 0.19045 -1.19192 0.80554 0.64
N -0.07147 -1.44522 2.17056 -0.54
C -0.63464 -0.11647 0.17750 -0.05
Cl -2.36035 -0.12496 0.62707 -0.25
C -0.18766 0.73932 -0.75696 0.38
N -0.95069 1.75297 -1.34579 -0.57
N 1.09645 0.83748 -1.19766 -0.50
H -0.47324 -0.65664 2.67851 0.20
H 0.68776 -1.95203 2.63159 0.27
H -0.98837 1.66579 -2.36039 0.22
H -1.84562 1.89795 -0.89519 0.22
H 1.75920 0.31457 -0.63568 0.24
H 1.43705 1.79281 -1.39650 0.28
```

Structure (SMILES)   [H]/N=C(/N)C(Cl)=C(N)N
Gap between HOMO and LUMO   9.1 eV
HOMO energy   -8.35 eV

(2)
Computed, not measured: a molecular structure, C3H7ClNO2PS, with ωB97M-V with the def2-TZVPD basis set.

The geometry in XYZ format:
```
16
Properties=species:S:1:pos:R:3:mulliken_charge:R:1
C -0.24426 -1.06939 -1.48961 0.81
C -0.42755 -1.48604 -2.91579 -1.06
C 0.46255 1.82028 2.90243 -0.78
N -0.31331 0.21573 -1.08138 -0.29
O -0.01934 -1.85269 -0.57685 -0.56
O -1.10620 -0.54349 1.59057 -0.60
P 0.00704 -0.02347 0.79035 0.87
S 0.42053 2.01552 1.11964 -0.18
Cl 1.75237 -0.84967 1.22729 -0.18
H 0.53029 -1.56273 -3.52677 0.25
H -0.85595 -2.49142 -2.95704 0.28
H -1.00070 -0.67280 -3.22506 0.35
H 1.22212 1.09096 3.03118 0.27
H -0.59125 1.51224 3.20289 0.27
H 0.71881 2.77547 3.40327 0.33
H -0.55515 1.12150 -1.49511 0.22
```

Gap between HOMO and LUMO   9.7 eV
HOMO energy   -9.36 eV

(3)
Computed, not measured: 2 unconnected molecules or ions with the total composition C3H7ClNO3P, with ωB97M-V with the def2-TZVPD basis set.

The geometry in XYZ format:
```
16
Properties=species:S:1:pos:R:3:mulliken_charge:R:1
C 1.45546 -0.33095 0.56474 -0.98
C -0.68325 0.88806 1.89544 -1.00
C -1.29967 -0.75049 -0.41437 -0.32
N 0.32147 -0.44574 -2.56862 0.87
O 1.44972 -0.72667 -2.60366 -0.46
O -0.57827 -0.28652 -3.37577 -0.47
O -0.06995 1.65003 -0.72146 -0.71
P -0.13873 0.48078 0.16783 0.96
Cl -2.38899 -0.34888 -1.60120 -0.06
H 2.23043 0.56281 0.69996 0.27
H 1.19015 -0.76624 1.56013 0.33
H 1.87308 -1.10628 -0.21789 0.33
H -0.00745 0.24166 2.60660 0.29
H -0.40742 1.99635 1.88674 0.29
H -1.76210 0.77134 2.10102 0.35
H -1.18449 -1.82926 0.02051 0.32
```

Multiplicity   3
Gap between HOMO and LUMO (alpha / beta)   8.6 / 8.2 eV
HOMO energy (alpha / beta)   -8.30 / -10.16 eV

(4)
Computed, not measured: a single C3H7ClO molecule, with ωB97M-V with the def2-TZVPD basis set.

The geometry in XYZ format:
```
12
Properties=species:S:1:pos:R:3:mulliken_charge:R:1
C -1.64881 -0.64572 -0.18467 -1.42
C -0.64488 0.29055 -0.54712 0.37
O -1.55487 1.44138 -0.44681 -0.50
C 0.64407 0.52925 0.25805 -0.48
Cl 1.59103 -0.85484 0.44926 -0.17
H -1.27224 -1.52010 0.28072 0.41
H -1.90784 -0.25989 0.87505 0.32
H -2.46089 -0.84234 -0.82537 0.32
H -0.28377 0.18913 -1.65626 0.27
H -0.72477 2.02486 -0.88441 0.32
H 1.28177 1.29982 -0.34523 0.25
H 0.65680 1.06541 1.33506 0.31
```

Structure (SMILES)   C[C@@H](O)CCl
Gap between HOMO and LUMO   11.3 eV
HOMO energy   -10.52 eV

(5)
Computed, not measured: 2 unconnected molecules or ions with the total composition C3H7ClOS, with ωB97M-V with the def2-TZVPD basis set.

The geometry in XYZ format:
```
13
Properties=species:S:1:pos:R:3:mulliken_charge:R:1
C -0.63062 -0.52837 -0.09150 -0.94
C -0.83887 0.41407 1.02723 -0.24
C 0.44810 1.12423 1.24850 -0.08
O 0.64567 2.26177 1.02491 -0.44
H 0.17925 -1.25404 0.17817 0.27
H -1.52165 -1.21279 -0.49183 0.27
H -0.15767 -0.00736 -1.01665 0.22
H -1.51077 1.13539 0.75701 0.29
H -1.12316 -0.03830 1.97093 0.28
H 1.09061 0.40459 1.70242 0.39
S 3.52257 2.31801 -2.77244 -0.11
Cl 2.61660 1.53158 -1.18746 -0.05
H 4.27426 3.06273 -2.07947 0.14
```

Structure (SMILES)   CCC=O.SCl
Gap between HOMO and LUMO   9.5 eV
HOMO energy   -9.29 eV

(6)
Computed, not measured: a single C3H7ClS molecule, with ωB97M-V with the def2-TZVPD basis set.

The geometry in XYZ format:
```
12
Properties=species:S:1:pos:R:3:mulliken_charge:R:1
C -0.89726 0.26206 0.90440 -1.45
C 0.19466 0.77879 0.01180 0.08
Cl 1.39720 1.70650 0.88530 -0.18
C 1.04283 -0.63453 -0.66637 -0.71
S 0.03562 -1.41261 -2.03292 -0.19
H -1.32328 1.16731 1.17089 0.36
H -1.64156 -0.31944 0.51692 0.46
H -0.43438 -0.12472 1.76634 0.38
H -0.28544 1.45771 -0.64219 0.38
H 1.03850 -1.18525 0.25707 0.38
H 1.94083 -0.10755 -1.02665 0.38
H -1.06773 -1.58827 -1.14462 0.12
```

Structure (SMILES)   C[C@@H](Cl)CS
Gap between HOMO and LUMO   9.9 eV
HOMO energy   -9.13 eV

(7)
Computed, not measured: a molecular structure, C3H7DyO2, with ωB97M-V with the def2-TZVPD basis set.

The geometry in XYZ format:
```
13
Properties=species:S:1:pos:R:3:mulliken_charge:R:1
C -1.90958 0.53719 -0.48933 -0.72
O -0.52831 0.22572 -0.28780 -0.12
C -0.23215 -0.47000 0.85681 0.31
C 0.72330 -1.39238 0.90039 -0.72
H -1.98589 1.62743 -0.55589 0.29
H -2.26532 0.08780 -1.42607 0.26
H -2.50245 0.17131 0.35880 0.34
H -0.87087 -0.21782 1.70699 0.34
H 1.26754 -1.69813 0.00412 0.10
Dy 1.21143 0.71182 -2.13976 1.24
O 3.00354 0.95829 -0.86798 -0.83
H 1.11032 -1.72155 1.87572 0.24
H 2.97844 1.18034 0.06401 0.26
```

Charge   +1
Multiplicity   7
Gap between HOMO and LUMO (alpha / beta)   9.5 / 8.4 eV
HOMO energy (alpha / beta)   -13.12 / -13.45 eV

(8)
Computed, not measured: a single C3H7F molecule, with ωB97M-V with the def2-TZVPD basis set.

The geometry in XYZ format:
```
11
Properties=species:S:1:pos:R:3:mulliken_charge:R:1
C -0.28356 1.33373 0.15831 -1.21
C 0.40002 0.07001 -0.26984 0.57
C -0.18464 -1.31600 0.06729 -1.19
F 1.75622 0.09963 0.04815 -0.31
H -1.38843 1.35581 0.17939 0.32
H -0.09281 1.70987 1.08377 0.42
H 0.17956 2.05950 -0.45262 0.31
H 0.60465 -0.16048 -1.57051 0.14
H -0.41338 -1.34664 1.20692 0.26
H 0.50869 -2.14088 0.00250 0.36
H -1.08631 -1.66457 -0.45335 0.32
```

Structure (SMILES)   CC(C)F
Gap between HOMO and LUMO   11.5 eV
HOMO energy   -10.38 eV

What are the F_max values for these records? In order: 0.0344; 0.0602; 0.0653; 0.1484; 0.0809; 0.0941; 0.0572; 0.1142 hartree/bohr.
What are the M values for these records? In order: 134.6; 187.6; 171.5; 94.5; 126.6; 110.6; 237.6; 62.1 g/mol.